No. 1
DFT (the ωB97M-V functional and the def2-TZVPD basis) results for a molecular structure, C20H74N18O17.

Positions of all 129 atoms, in Å:
C (-1.971, -4.748, -2.611)
C (-1.714, -3.206, -2.470)
O (-1.966, -2.651, -3.697)
H (-2.909, -5.101, -2.872)
H (-1.749, -5.199, -1.663)
H (-1.257, -5.214, -3.334)
H (-0.632, -3.025, -2.287)
H (-2.271, -2.781, -1.678)
H (-1.659, -3.233, -4.373)
C (0.068, 0.233, -0.733)
C (0.490, -1.024, -0.005)
O (-0.700, -1.728, 0.312)
H (-0.492, 0.114, -1.613)
H (0.948, 0.850, -0.921)
H (-0.472, 0.934, -0.110)
H (1.117, -0.991, 0.891)
H (1.132, -1.631, -0.702)
H (-0.243, -2.527, 0.663)
C (1.550, -2.789, 2.759)
C (0.879, -4.066, 2.608)
O (0.183, -4.086, 1.401)
H (0.867, -2.001, 2.806)
H (2.201, -2.542, 1.918)
H (2.269, -2.753, 3.589)
H (0.272, -4.187, 3.443)
H (1.649, -4.849, 2.698)
H (0.755, -4.510, 0.791)
C (-1.975, 0.740, 3.436)
O (-0.949, 0.328, 2.435)
N (-2.067, 2.007, 3.802)
N (-3.263, 0.589, 3.347)
H (-1.117, 2.590, 3.691)
H (-2.398, 2.185, 4.768)
H (-3.431, -0.074, 2.501)
H (-3.608, 0.032, 4.113)
C (-1.513, 3.356, -4.004)
O (-1.815, 2.812, -5.206)
N (-1.184, 4.577, -3.721)
N (-1.667, 2.760, -2.867)
H (-1.386, 5.301, -4.446)
H (-0.743, 4.870, -2.792)
H (-1.898, 1.778, -3.050)
H (-1.733, 3.253, -2.028)
C (1.201, 4.213, -1.491)
O (-0.057, 4.775, -1.152)
N (2.302, 4.504, -0.920)
N (1.274, 3.304, -2.413)
H (2.237, 5.106, -0.138)
H (3.299, 4.177, -1.159)
H (0.427, 2.944, -2.822)
H (2.051, 2.656, -2.506)
C (3.817, 0.741, -2.456)
O (3.172, -0.363, -1.806)
N (5.061, 1.104, -2.350)
N (3.210, 1.510, -3.275)
H (5.542, 0.613, -1.597)
H (5.518, 1.574, -3.117)
H (2.341, 1.189, -3.706)
H (3.550, 2.395, -3.722)
C (-0.195, 3.793, 2.266)
O (-0.153, 2.941, 1.200)
N (0.077, 3.338, 3.498)
N (-0.536, 5.067, 2.057)
H (0.631, 2.393, 3.336)
H (0.425, 3.963, 4.278)
H (-0.439, 5.243, 1.018)
H (-0.178, 5.800, 2.736)
C (-3.949, -0.737, 0.468)
O (-5.154, -0.397, -0.035)
N (-2.849, -0.355, -0.097)
N (-3.861, -1.215, 1.679)
H (-2.946, -0.124, -1.066)
H (-1.898, -0.753, 0.093)
H (-4.745, -1.637, 2.108)
H (-3.107, -1.957, 1.801)
C (-3.455, 3.094, 0.010)
O (-2.805, 4.060, -0.640)
N (-4.527, 3.303, 0.667)
N (-2.850, 2.158, 0.706)
H (-4.755, 4.174, 0.382)
H (-5.338, 2.827, 0.254)
H (-2.947, 1.128, 0.371)
H (-1.830, 2.351, 0.607)
C (4.466, -2.641, 0.823)
O (4.714, -3.968, 1.177)
N (4.257, -2.214, -0.391)
N (4.538, -1.663, 1.665)
H (4.580, -2.896, -1.085)
H (3.844, -1.316, -0.822)
H (4.583, -2.089, 2.618)
H (4.398, -0.668, 1.563)
C (1.362, 0.514, 4.475)
O (0.272, 0.352, 5.217)
N (1.378, 0.994, 3.255)
N (2.530, 0.401, 4.952)
H (0.506, 0.643, 2.845)
H (2.206, 1.097, 2.723)
H (2.460, -0.145, 5.878)
H (3.509, 0.489, 4.490)
C (-4.233, 0.781, -3.084)
O (-2.938, 0.290, -3.120)
H (-4.463, 1.448, -2.265)
H (-4.926, 0.004, -2.805)
H (-4.511, 1.220, -3.988)
H (-2.864, -0.360, -3.796)
C (3.219, 1.678, 0.808)
O (3.939, 1.365, 1.895)
H (2.688, 2.564, 1.083)
H (2.535, 0.836, 0.516)
H (3.908, 1.914, -0.004)
H (4.835, 1.786, 1.764)
C (0.620, -0.690, -4.161)
O (0.440, 0.707, -4.156)
H (1.150, -0.942, -3.229)
H (1.169, -1.229, -4.871)
H (-0.374, -1.050, -4.136)
H (0.221, 1.075, -5.002)
C (2.013, -4.770, -1.303)
O (2.236, -5.040, 0.073)
H (2.620, -5.279, -2.083)
H (2.371, -3.761, -1.425)
H (0.963, -4.512, -1.558)
H (3.130, -4.824, 0.244)
C (-3.056, -4.048, 3.012)
O (-2.221, -2.938, 2.703)
H (-2.914, -4.398, 4.011)
H (-2.707, -4.859, 2.362)
H (-4.173, -3.861, 2.850)
H (-1.381, -3.323, 2.370)

Max |F| ... 9.913 eV Å⁻¹
Molar mass ... 838.9 g mol⁻¹
Gap between HOMO and LUMO ... 0.2248 hartree
Total energy ... -83558.5672 eV
ΔE to the lowest compared entry with this formula, charge and spin ... 847.8 kJ/mol
Total charge ... 0

=====

No. 2
DFT (the ωB97M-V functional and the def2-TZVPD basis) results for 17 unconnected molecules or ions with the total composition C20H74N8O17.

Positions of all 119 atoms, in Å:
C (0.273, -0.797, 0.602)
C (-0.095, 0.268, -0.486)
O (1.113, 0.381, -1.276)
H (0.907, -1.551, 0.186)
H (-0.619, -1.254, 1.116)
H (0.801, -0.342, 1.444)
H (-0.377, 1.172, -0.002)
H (-0.929, -0.104, -1.126)
H (0.782, 0.800, -2.089)
C (2.131, 4.076, -1.373)
C (1.844, 5.275, -0.484)
O (2.866, 6.212, -0.853)
H (1.985, 4.339, -2.346)
H (1.345, 3.398, -1.248)
H (3.134, 3.697, -1.199)
H (1.963, 5.035, 0.572)
H (0.871, 5.720, -0.661)
H (3.000, 6.856, -0.138)
C (-5.251, -2.351, 2.307)
C (-3.882, -2.384, 3.059)
O (-3.919, -1.217, 3.840)
H (-5.427, -3.293, 1.631)
H (-5.228, -1.464, 1.657)
H (-6.011, -2.329, 3.096)
H (-3.065, -2.211, 2.410)
H (-3.673, -3.183, 3.651)
H (-3.843, -0.517, 3.189)
C (3.023, -1.536, 4.806)
O (3.351, -1.509, 6.174)
N (3.358, -0.642, 3.920)
N (2.296, -2.464, 4.310)
H (4.056, 0.055, 4.256)
H (3.260, -0.758, 2.936)
H (1.977, -3.164, 5.020)
H (2.098, -2.720, 3.368)
C (-0.726, -1.979, -3.306)
O (-0.207, -2.623, -2.233)
N (-1.938, -1.525, -3.334)
N (-0.058, -1.663, -4.326)
H (-2.526, -1.626, -2.469)
H (-2.375, -0.962, -4.065)
H (0.890, -1.965, -4.559)
H (-0.488, -1.309, -5.201)
C (3.539, -2.526, -2.054)
O (4.693, -1.762, -2.271)
N (3.495, -3.804, -2.308)
N (2.363, -2.067, -1.709)
H (4.290, -4.219, -2.849)
H (2.873, -4.384, -1.835)
H (2.224, -1.065, -1.680)
H (1.405, -2.423, -1.861)
C (-0.052, 2.290, -3.960)
O (0.602, 3.309, -4.540)
N (-1.346, 2.351, -3.745)
N (0.449, 1.108, -3.743)
H (-1.736, 3.331, -3.716)
H (-1.958, 1.570, -3.375)
H (1.430, 0.952, -3.864)
H (0.015, 0.200, -3.698)
C (3.307, 1.558, -3.182)
O (2.925, 0.420, -3.808)
H (2.468, 1.829, -2.468)
H (3.543, 2.291, -3.962)
H (4.259, 1.439, -2.602)
H (3.593, 0.182, -4.425)
C (2.118, 2.192, 1.626)
O (2.685, 1.828, 0.427)
H (2.024, 1.384, 2.301)
H (1.168, 2.732, 1.508)
H (2.740, 2.892, 2.114)
H (2.230, 1.067, 0.063)
C (-0.676, -0.843, 3.998)
O (0.382, 0.024, 4.054)
H (-0.407, -1.901, 3.993)
H (-1.225, -0.583, 3.142)
H (-1.379, -0.693, 4.842)
H (1.186, -0.475, 3.946)
C (1.050, -4.194, 0.876)
O (1.049, -3.408, 2.065)
H (0.149, -4.234, 0.277)
H (1.201, -5.196, 1.176)
H (1.834, -4.022, 0.136)
H (0.160, -3.512, 2.382)
C (4.487, -2.169, 1.381)
O (3.512, -1.202, 1.188)
H (5.524, -1.765, 1.358)
H (4.588, -2.822, 0.525)
H (4.353, -2.670, 2.358)
H (2.813, -1.606, 0.657)
C (-2.795, -2.961, -0.486)
O (-3.612, -2.101, -1.253)
H (-1.930, -2.427, -0.143)
H (-2.419, -3.845, -0.910)
H (-3.325, -3.352, 0.394)
H (-4.484, -2.496, -1.350)
C (-4.177, 1.089, -3.345)
O (-3.201, 0.960, -2.344)
H (-5.036, 1.616, -2.881)
H (-4.641, 0.064, -3.479)
H (-3.883, 1.467, -4.270)
H (-3.564, 0.276, -1.755)
C (-0.848, 2.718, 3.124)
O (-1.861, 3.698, 2.988)
H (-0.868, 1.989, 2.271)
H (-1.043, 2.036, 4.002)
H (0.163, 3.140, 3.263)
H (-1.903, 4.195, 3.803)
C (-1.550, 3.508, -0.639)
O (-2.958, 3.340, -0.791)
H (-1.071, 2.699, -1.104)
H (-1.277, 3.639, 0.375)
H (-1.255, 4.420, -1.086)
H (-3.173, 3.115, -1.705)
C (-3.058, 0.426, 1.178)
O (-4.046, 0.833, 2.083)
H (-2.490, 1.354, 0.992)
H (-3.537, 0.128, 0.300)
H (-2.377, -0.385, 1.459)
H (-4.449, 1.645, 1.818)

Max |F| ... 8.524 eV Å⁻¹
Molar mass ... 698.9 g mol⁻¹
Gap between HOMO and LUMO ... 0.2943 hartree
Total energy ... -68660.9247 eV
ΔE to the lowest compared entry with this formula, charge and spin ... 0.0 kJ/mol
Total charge ... 0

=====

No. 3
DFT (the ωB97M-V functional and the def2-TZVPD basis) results for 22 unconnected molecules or ions with the total composition C20H84O32.

Positions of all 136 atoms, in Å:
O (2.071, -5.159, 21.401)
H (1.223, -5.445, 21.026)
H (1.916, -4.358, 21.980)
O (5.414, -11.205, 18.549)
H (5.012, -12.047, 18.305)
H (6.202, -11.412, 19.062)
O (2.853, -8.837, 17.405)
H (3.227, -8.103, 16.866)
H (1.972, -8.967, 17.036)
O (3.856, -9.090, 19.995)
H (4.506, -9.727, 19.681)
H (3.568, -8.669, 19.176)
O (7.692, -7.730, 23.142)
H (8.453, -7.716, 23.758)
H (7.288, -8.639, 23.210)
O (5.837, -9.924, 23.216)
H (5.313, -9.133, 23.418)
H (5.756, -10.453, 24.015)
O (4.312, -6.786, 16.025)
H (5.103, -6.530, 16.534)
H (4.618, -6.922, 15.111)
O (3.136, -7.785, 22.396)
H (2.758, -6.913, 22.239)
H (3.148, -8.268, 21.531)
O (8.697, -5.280, 21.854)
H (8.177, -6.018, 22.208)
H (8.701, -5.455, 20.901)
O (5.007, -4.845, 20.995)
H (5.098, -4.602, 21.942)
H (4.062, -5.073, 20.892)
O (5.070, -7.545, 24.260)
H (4.358, -7.359, 23.603)
H (5.917, -7.238, 23.915)
O (6.809, -6.474, 19.851)
H (6.431, -7.355, 20.061)
H (6.203, -5.839, 20.260)
C (3.096, -1.416, 20.828)
C (1.688, -1.811, 21.145)
O (1.618, -2.596, 22.368)
O (3.669, -0.997, 22.098)
H (3.054, -0.555, 20.123)
H (3.570, -2.303, 20.361)
H (1.206, -2.420, 20.364)
H (1.052, -0.939, 21.262)
H (2.071, -2.124, 23.063)
H (4.637, -0.978, 21.998)
C (10.278, -0.708, 23.505)
C (9.542, -1.668, 22.533)
O (9.487, -2.959, 23.120)
O (9.653, -0.618, 24.801)
H (10.239, 0.311, 23.156)
H (11.337, -0.997, 23.519)
H (10.156, -1.675, 21.612)
H (8.529, -1.280, 22.303)
H (8.958, -3.610, 22.639)
H (9.742, -1.503, 25.158)
C (7.583, -10.576, 15.286)
C (8.381, -10.090, 14.135)
O (7.607, -9.560, 13.122)
O (6.706, -9.532, 15.858)
H (8.292, -10.967, 16.023)
H (6.979, -11.405, 14.885)
H (9.020, -10.902, 13.738)
H (9.095, -9.339, 14.494)
H (7.636, -8.605, 12.981)
H (6.062, -9.904, 16.459)
C (7.645, -5.939, 14.971)
C (8.034, -6.180, 16.397)
O (6.893, -5.964, 17.215)
O (6.812, -6.953, 14.450)
H (8.480, -5.708, 14.293)
H (6.990, -5.035, 14.991)
H (8.865, -5.517, 16.703)
H (8.344, -7.228, 16.456)
H (6.995, -6.348, 18.109)
H (6.494, -7.591, 15.103)
C (6.429, -2.545, 25.215)
C (6.501, -3.623, 24.209)
O (5.329, -4.365, 23.895)
O (6.288, -3.195, 26.490)
H (5.505, -1.980, 25.041)
H (7.292, -1.867, 25.162)
H (7.261, -4.322, 24.593)
H (6.802, -3.251, 23.226)
H (5.181, -4.978, 24.634)
H (6.103, -2.534, 27.165)
C (5.703, -2.676, 17.419)
C (6.448, -2.575, 18.696)
O (6.942, -1.236, 18.980)
O (6.671, -2.210, 16.459)
H (4.828, -2.003, 17.432)
H (5.452, -3.738, 17.268)
H (7.293, -3.264, 18.583)
H (5.803, -2.932, 19.474)
H (6.725, -0.642, 18.253)
H (6.705, -2.792, 15.696)
C (10.402, -3.859, 19.481)
C (11.867, -3.561, 19.158)
O (12.805, -4.514, 19.721)
O (9.914, -5.102, 18.952)
H (9.877, -3.111, 18.896)
H (10.169, -3.714, 20.564)
H (12.004, -2.534, 19.523)
H (11.999, -3.624, 18.067)
H (12.932, -4.253, 20.639)
H (10.438, -5.755, 19.434)
C (8.475, -11.373, 20.497)
C (8.947, -12.779, 20.497)
O (10.085, -12.861, 19.609)
O (8.241, -10.939, 19.172)
H (9.223, -10.672, 20.914)
H (7.515, -11.214, 21.008)
H (8.170, -13.397, 20.039)
H (9.162, -13.108, 21.501)
H (10.885, -12.755, 20.124)
H (9.127, -10.886, 18.792)
C (12.604, -7.871, 23.401)
C (11.461, -7.200, 22.707)
O (11.053, -6.182, 23.628)
O (12.314, -8.320, 24.704)
H (13.473, -7.187, 23.510)
H (12.955, -8.786, 22.846)
H (10.676, -7.939, 22.488)
H (11.837, -6.713, 21.796)
H (10.463, -5.658, 23.059)
H (12.224, -7.449, 25.138)
C (11.190, -9.132, 18.143)
C (11.890, -7.813, 18.029)
O (11.999, -7.297, 19.379)
O (11.315, -9.578, 19.513)
H (11.572, -9.942, 17.494)
H (10.125, -8.874, 17.948)
H (11.331, -7.155, 17.370)
H (12.928, -7.980, 17.705)
H (12.670, -6.601, 19.388)
H (11.550, -8.746, 19.971)

Max |F| ... 2.636 eV Å⁻¹
Molar mass ... 836.9 g mol⁻¹
Gap between HOMO and LUMO ... 0.3816 hartree
Total energy ... -87620.4058 eV
Total charge ... 0

=====

No. 4
DFT (the ωB97M-V functional and the def2-TZVPD basis) results for 2 unconnected molecules or ions with the total composition C21H10Cl4NO3.

Positions of all 39 atoms, in Å:
Cl (0.375, -0.814, 4.465)
C (1.221, -2.319, 4.492)
C (0.519, -3.492, 4.499)
Cl (-1.202, -3.481, 4.449)
C (1.190, -4.757, 4.545)
O (0.564, -5.802, 4.586)
C (2.672, -4.755, 4.544)
O (3.301, -5.800, 4.556)
C (3.339, -3.487, 4.533)
Cl (5.060, -3.465, 4.521)
C (2.635, -2.315, 4.517)
Cl (3.482, -0.808, 4.539)
C (0.469, 4.407, -1.037)
C (-0.625, 3.982, -1.765)
C (-1.226, 2.785, -1.468)
C (-0.739, 1.964, -0.440)
C (-1.318, 0.659, -0.190)
C (-1.981, -0.109, -1.240)
O (-2.783, -0.991, -0.968)
C (-1.646, 0.142, -2.665)
C (-0.347, 0.454, -3.056)
C (-0.059, 0.727, -4.373)
C (-1.058, 0.655, -5.324)
C (-2.340, 0.297, -4.955)
C (-2.630, 0.034, -3.635)
C (-1.235, 0.099, 1.037)
N (-1.145, -0.379, 2.110)
C (0.343, 2.439, 0.315)
C (0.945, 3.635, 0.006)
H (0.962, 5.329, -1.298)
H (-1.001, 4.577, -2.581)
H (-2.078, 2.452, -2.034)
H (0.427, 0.506, -2.309)
H (0.943, 1.008, -4.658)
H (-0.835, 0.871, -6.356)
H (-3.119, 0.234, -5.697)
H (-3.620, -0.255, -3.328)
H (0.726, 1.824, 1.110)
H (1.817, 3.951, 0.553)

Max |F| ... 3.946 eV Å⁻¹
Molar mass ... 466.1 g mol⁻¹
Gap between HOMO and LUMO ... 0.1128 hartree
Total energy ... -79661.2988 eV
ΔE to the lowest compared entry with this formula, charge and spin ... 0.0 kJ/mol
Total charge ... -1

=====

No. 5
DFT (the ωB97M-V functional and the def2-TZVPD basis) results for a molecular structure, C21H10ClF3MoN6O5S.

Positions of all 48 atoms, in Å:
Mo (-0.091, -0.250, -0.705)
F (-0.618, 1.732, 4.232)
C (0.373, 2.509, 3.768)
F (-0.197, 3.536, 3.132)
F (1.036, 2.982, 4.812)
C (1.268, 1.728, 2.828)
C (2.627, 1.592, 3.040)
C (3.377, 0.848, 2.127)
C (2.744, 0.258, 1.054)
N (1.424, 0.395, 0.838)
C (0.695, 1.129, 1.697)
S (-0.942, 1.229, 1.186)
H (3.097, 2.065, 3.889)
H (4.440, 0.735, 2.253)
H (3.309, -0.339, 0.348)
O (-4.308, -6.025, 3.225)
C (-3.375, -5.434, 3.014)
O (-2.333, -4.880, 2.867)
C (-1.790, -3.825, 2.068)
C (-0.409, -3.614, 2.091)
C (0.113, -2.592, 1.324)
N (-0.647, -1.769, 0.575)
C (-1.986, -1.990, 0.605)
C (-2.606, -3.012, 1.297)
C (-2.759, -1.115, -0.350)
O (-3.938, -1.194, -0.529)
O (-1.910, -0.326, -0.968)
H (0.243, -4.234, 2.686)
H (1.184, -2.424, 1.299)
H (-3.679, -3.116, 1.209)
O (1.508, -1.295, -1.069)
N (1.557, -0.159, -1.704)
C (2.454, 0.189, -2.579)
C (2.285, 1.429, -3.248)
N (2.130, 2.406, -3.823)
C (3.595, -0.584, -2.928)
N (4.534, -1.178, -3.197)
Cl (-1.549, 0.909, -5.893)
C (-1.288, 1.608, -4.360)
C (-1.555, 2.959, -4.110)
C (-1.305, 3.460, -2.847)
C (-0.782, 2.624, -1.870)
N (-0.530, 1.338, -2.102)
C (-0.786, 0.839, -3.315)
H (-1.952, 3.590, -4.892)
H (-1.507, 4.495, -2.616)
H (-0.554, 2.996, -0.877)
H (-0.597, -0.227, -3.479)

Max |F| ... 3.721 eV Å⁻¹
Molar mass ... 646.8 g mol⁻¹
Gap between HOMO and LUMO ... 0.2314 hartree
Total energy ... -74464.5628 eV
Total charge ... +2

=====

- Number 2 is which compound?
  C20H74N8O17